# 1
This record from OMol25 describes a molecular structure, C27H47Br2CsFN3O4Si3 in a non-equilibrium geometry. The level of theory is the ωB97M-V functional and the def2-TZVPD basis.

ORCA input file:
```
! wB97M-V def2-TZVPD RIJCOSX def2/J DEFGRID3
* xyz 0 1
Cs -0.06 0.16 0.84
C -1.05 3.44 1.39
O -1.15 2.35 0.49
Si -2.04 2.39 -0.93
C -1.05 3.47 -2.14
C -3.65 3.36 -0.63
C -2.25 0.60 -1.36
Si -3.41 -0.28 -0.21
C -5.26 -0.16 -0.67
C -3.08 -2.16 -0.10
C -3.30 0.32 1.59
Si -2.58 0.41 -3.16
C -1.04 0.78 -4.23
C -3.95 1.52 -3.88
C -3.08 -1.37 -3.64
H -1.99 3.59 1.93
H -0.80 4.37 0.87
H -0.25 3.23 2.10
H -0.87 4.46 -1.70
H -1.59 3.62 -3.07
H -0.09 3.02 -2.37
H -3.48 4.40 -0.36
H -4.23 2.90 0.18
H -4.28 3.34 -1.52
H -5.42 -0.54 -1.68
H -5.60 0.88 -0.66
H -5.89 -0.73 0.01
H -2.76 -2.57 -1.06
H -3.99 -2.69 0.19
H -2.32 -2.40 0.65
H -3.70 1.33 1.69
H -2.27 0.35 1.96
H -3.87 -0.33 2.26
H -1.05 1.82 -4.57
H -1.01 0.15 -5.13
H -0.11 0.63 -3.68
H -3.71 2.57 -3.70
H -4.91 1.32 -3.40
H -4.08 1.38 -4.96
H -2.27 -2.08 -3.49
H -3.37 -1.41 -4.69
H -3.94 -1.71 -3.04
C 6.86 1.33 4.55
C 5.81 0.36 5.10
N 4.87 -0.08 4.08
C 3.68 0.61 3.94
C 2.73 0.31 3.04
C 1.44 1.15 3.03
O 1.60 2.37 2.89
O 0.39 0.50 3.16
C 2.91 -0.78 2.12
O 2.10 -1.09 1.25
C 4.19 -1.50 2.26
C 4.46 -2.56 1.41
C 5.65 -3.23 1.49
F 5.90 -4.29 0.68
C 6.64 -2.84 2.38
C 6.38 -1.78 3.25
C 5.15 -1.12 3.23
N 7.92 -3.45 2.41
C 8.54 -3.95 1.21
C 10.03 -3.60 1.26
N 10.61 -4.17 2.53
C 9.91 -3.66 3.76
C 8.43 -4.04 3.62
H 7.54 1.64 5.35
H 6.37 2.21 4.14
H 7.44 0.86 3.75
H 5.23 0.85 5.88
H 6.28 -0.51 5.56
H 3.55 1.44 4.62
H 3.70 -2.86 0.69
H 7.17 -1.47 3.92
H 8.10 -3.48 0.34
H 8.43 -5.04 1.10
H 10.16 -2.52 1.29
H 10.57 -4.01 0.42
H 11.61 -3.96 2.58
H 10.50 -5.18 2.50
H 10.01 -2.58 3.78
H 10.37 -4.10 4.64
H 7.88 -3.68 4.48
H 8.36 -5.14 3.61
Br 0.31 -2.96 -0.57
C 0.20 -1.46 -1.75
Br 1.90 -0.59 -1.85
H -0.57 -0.74 -1.41
H -0.05 -1.84 -2.73
*
```

Results
Molar mass, g/mol: 873.7
Energy above the lowest of the compared OMol25 structures with the same formula, charge and spin, kJ/mol: 184.59
DFT total energy, Ha: -7658.7471
Kohn-Sham gap, eV: 3.0745

# 2
This record from OMol25 describes a molecular structure, C21H23BN8ORhS5 in a non-equilibrium geometry. The level of theory is the ωB97M-V functional and the def2-TZVPD basis.

ORCA input file:
```
! wB97M-V def2-TZVPD RIJCOSX def2/J DEFGRID3
* xyz 2 2
Rh 0.64 -0.06 -1.14
C -1.27 1.52 -3.68
C -1.85 1.33 -2.33
C -3.13 1.69 -1.89
C -3.19 1.29 -0.57
N -2.02 0.73 -0.24
N -1.21 0.75 -1.31
B -1.58 0.14 1.13
N -1.26 -1.35 0.98
C -1.67 -2.40 1.71
C -1.02 -3.52 1.26
C -0.19 -3.07 0.22
C 0.70 -3.90 -0.62
N -0.35 -1.76 0.09
N -0.26 0.83 1.52
C 0.16 1.38 2.67
C 1.35 2.02 2.45
C 1.63 1.81 1.10
C 2.73 2.38 0.27
N 0.66 1.06 0.57
N -2.74 0.31 2.08
C -3.05 1.27 3.00
C -4.33 1.02 3.44
C -4.75 -0.15 2.74
C -6.05 -0.83 2.81
N -3.76 -0.53 1.94
H -1.49 2.52 -4.05
H -0.19 1.38 -3.66
H -1.72 0.81 -4.38
H -3.90 2.18 -2.45
H -4.00 1.38 0.12
H -2.41 -2.30 2.48
H -1.11 -4.52 1.62
H 0.87 -4.86 -0.13
H 0.22 -4.10 -1.58
H 1.65 -3.41 -0.80
H -0.40 1.27 3.58
H 1.94 2.57 3.16
H 2.89 3.42 0.55
H 3.66 1.84 0.43
H 2.45 2.34 -0.78
H -2.38 2.07 3.23
H -4.88 1.55 4.19
H -6.55 -0.61 3.75
H -6.69 -0.47 2.00
H -5.94 -1.90 2.68
C 6.59 -0.94 -0.09
S 5.97 -1.77 -1.58
C 5.08 -0.44 -2.34
C 3.77 -0.13 -2.10
S 2.85 -0.85 -0.84
S 3.09 1.16 -3.05
C 4.50 1.38 -4.13
S 4.82 2.98 -4.66
S 5.94 0.47 -3.54
H 7.29 -1.63 0.38
H 5.75 -0.74 0.57
H 7.10 -0.02 -0.35
O 0.45 -1.59 -3.72
C 0.53 -1.00 -2.75
*
```

Results
Molar mass, g/mol: 677.5
DFT total energy, Ha: -3453.1558
Kohn-Sham gap (spin up / spin down), eV: 4.2421 / 4.2312

# 3
This record from OMol25 describes a molecular structure, C14H16Cl5N2O3Pd. The level of theory is the ωB97M-V functional and the def2-TZVPD basis.

ORCA input file:
```
! wB97M-V def2-TZVPD RIJCOSX def2/J DEFGRID3
* xyz 1 1
Pd 0.41 -0.13 0.15
C -2.66 3.45 2.98
N -1.79 2.28 2.91
C -1.59 1.47 4.12
C -1.21 1.87 1.79
O -0.49 0.85 1.80
C -1.45 2.70 0.53
O -0.80 2.16 -0.60
C -1.63 1.72 -1.64
C -2.06 0.27 -1.45
O -1.48 -0.45 -0.61
N -3.07 -0.21 -2.17
C -3.51 -1.59 -2.00
C -3.80 0.55 -3.17
H -2.66 3.81 4.00
H -3.68 3.20 2.69
H -2.29 4.25 2.35
H -2.24 1.84 4.90
H -0.55 1.53 4.45
H -1.82 0.43 3.91
H -1.05 3.70 0.70
H -2.53 2.79 0.36
H -1.04 1.79 -2.57
H -2.50 2.37 -1.74
H -2.84 -2.11 -1.31
H -3.50 -2.09 -2.96
H -4.52 -1.60 -1.60
H -3.29 1.48 -3.42
H -4.81 0.77 -2.83
H -3.86 -0.04 -4.08
Cl -0.20 -1.56 -3.30
C 1.33 -1.60 -2.48
C 1.46 -1.06 -1.22
C 2.72 -1.08 -0.67
Cl 2.69 -0.27 0.91
C 3.85 -1.62 -1.24
Cl 5.36 -1.57 -0.43
C 3.69 -2.18 -2.51
Cl 5.04 -2.88 -3.30
C 2.43 -2.17 -3.12
Cl 2.25 -2.85 -4.69
*
```

Results
Molar mass, g/mol: 544.0
Energy above the lowest of the compared OMol25 structures with the same formula, charge and spin, kJ/mol: 0.00
DFT total energy, Ha: -3306.9309
Kohn-Sham gap, eV: 8.2753

# 4
This record from OMol25 describes a molecular structure, C23H28NO2PSeSiTl. The level of theory is the ωB97M-V functional and the def2-TZVPD basis.

ORCA input file:
```
! wB97M-V def2-TZVPD RIJCOSX def2/J DEFGRID3
* xyz -1 1
Tl 2.26 1.80 -0.58
C -0.11 -1.03 6.10
C -0.08 0.28 5.64
C 0.26 0.55 4.32
C 0.58 -0.48 3.44
C 0.53 -1.80 3.91
C 0.19 -2.07 5.23
P 1.04 -0.06 1.70
C -0.03 -1.30 0.84
C 0.47 -2.33 0.04
C -0.40 -3.19 -0.63
C -1.78 -3.03 -0.50
C -2.28 -2.01 0.30
C -1.41 -1.15 0.96
C 2.69 -0.76 1.42
C 3.47 -1.48 2.32
C 4.70 -1.98 1.89
C 5.10 -1.78 0.57
C 4.31 -1.04 -0.30
C 3.09 -0.46 0.10
H -0.38 -1.24 7.13
H -0.33 1.10 6.31
H 0.28 1.58 3.96
H 0.75 -2.61 3.23
H 0.16 -3.09 5.58
H 1.54 -2.45 -0.07
H 0.00 -3.99 -1.24
H -2.45 -3.70 -1.03
H -3.35 -1.87 0.38
H -1.81 -0.34 1.55
H 3.15 -1.65 3.33
H 5.33 -2.53 2.58
H 6.04 -2.20 0.23
H 4.66 -0.89 -1.32
N 0.18 -0.47 -2.76
C 0.41 0.07 -4.13
C 1.83 0.72 -4.16
O 2.21 1.18 -5.23
O 2.36 0.75 -2.99
H -0.05 -1.46 -2.70
H -0.49 0.09 -2.17
H 1.12 -0.30 -2.35
H -0.31 0.84 -4.36
H 0.35 -0.72 -4.87
C -2.22 4.83 -2.36
Si -2.75 3.05 -2.03
C -3.25 2.32 -3.70
C -4.28 3.10 -0.95
Se -1.17 1.81 -1.08
H -3.06 5.43 -2.75
H -1.41 4.84 -3.10
H -1.85 5.30 -1.44
H -4.10 2.85 -4.15
H -3.52 1.26 -3.58
H -2.40 2.38 -4.39
H -5.09 3.70 -1.40
H -4.04 3.54 0.03
H -4.65 2.08 -0.78
*
```

Results
Molar mass, g/mol: 692.9
Energy above the lowest of the compared OMol25 structures with the same formula, charge and spin, kJ/mol: 27.10
DFT total energy, Ha: -4303.3493
Kohn-Sham gap, eV: 6.7153